{
  "formula": "C25H36MgNO2",
  "method": "ωB97M-V with the def2-TZVPD basis set",
  "symbols": ["O", "C", "C", "H", "H", "C", "H", "H", "C", "H", "H", "H", "C", "H", "H", "H", "Mg", "C", "C", "C", "H", "C", "C", "H", "H", "H", "H", "C", "C", "C", "H", "C", "C", "H", "H", "H", "H", "O", "C", "C", "H", "H", "C", "H", "H", "C", "H", "H", "H", "H", "C", "C", "C", "C", "C", "C", "N", "H", "H", "H", "H", "H", "H", "H", "H"],
  "positions_angstrom": [[-0.178584, 1.161287, -0.813842], [0.940315, 1.442290, -1.742601], [0.249653, 2.697943, -2.232800], [1.016010, 0.684160, -2.506874], [1.873087, 1.579485, -1.182127], [-0.998108, 2.213927, -1.371539], [0.166871, 2.890582, -3.300061], [0.589409, 3.604231, -1.778050], [-2.183104, 1.620507, -2.111152], [-1.892197, 0.866008, -2.845865], [-2.767220, 2.420551, -2.581662], [-2.828625, 1.110776, -1.382334], [-1.423964, 3.296811, -0.413951], [-0.610451, 3.975730, -0.180505], [-1.875710, 2.949670, 0.524438], [-2.158093, 3.928122, -0.927495], [-0.424344, -0.932682, 1.058922], [0.838013, 2.037999, 3.239948], [1.840170, 1.048887, 3.032706], [2.201965, 1.080493, 1.658922], [2.282919, 0.411340, 3.788117], [1.618062, 2.254147, 1.095091], [0.711879, 2.793976, 2.044543], [0.047575, 3.641221, 1.892828], [0.249839, 2.196823, 4.137408], [2.954818, 0.453393, 1.195646], [1.865182, 2.732655, 0.149261], [-2.121854, 0.180081, 3.521777], [-2.464617, 1.322961, 2.777777], [-2.831871, 0.919192, 1.482386], [-2.492479, 2.340754, 3.162769], [-2.602555, -0.480186, 1.359315], [-2.141853, -0.946028, 2.645947], [-2.059859, -1.987282, 2.971972], [-2.010712, 0.153762, 4.606897], [-3.332820, 1.542301, 0.753705], [-2.874859, -1.101611, 0.503898], [-0.007140, -0.951945, -3.565711], [-0.483488, -0.348445, -4.799886], [0.108483, -1.014408, -6.068067], [-0.233718, 0.724402, -4.784732], [-1.581101, -0.414914, -4.839532], [1.138434, -2.011488, -5.508960], [0.633822, -0.281003, -6.694052], [-0.655647, -1.518505, -6.677531], [0.878808, -2.008326, -3.976359], [2.173243, -1.668329, -5.702986], [1.024946, -3.018201, -5.944456], [1.825958, -1.887694, -3.435640], [0.470116, -2.977467, -3.668639], [0.460946, -1.205354, 4.936920], [0.875045, -2.139871, 3.881973], [1.544153, -3.382736, 4.042013], [1.810358, -3.884763, 2.753285], [1.301711, -2.932644, 1.839257], [1.411444, -2.929019, 0.354574], [0.690107, -1.908140, 2.538922], [1.099261, -1.399955, 5.807682], [-0.585734, -1.372989, 5.210730], [0.568477, -0.157596, 4.627726], [1.763166, -3.792619, 5.016107], [2.283333, -4.828372, 2.483612], [1.930425, -2.002955, 0.017484], [1.985536, -3.820881, 0.033709], [0.397170, -2.970062, -0.110844]],
  "forces_ev_per_angstrom": [[0.694, -0.790, -0.390], [-0.406, 0.099, 0.742], [-1.150, -0.175, 0.279], [0.022, -0.380, -0.013], [-0.334, -0.260, -0.351], [0.708, 0.428, -1.080], [-0.230, -0.360, -0.157], [0.588, 0.462, 0.250], [-0.225, -0.125, 0.180], [0.112, 0.204, 0.007], [0.086, -0.205, -0.058], [0.087, 0.161, -0.110], [-0.520, 0.545, 0.388], [0.222, -0.217, 0.259], [0.342, -0.043, -0.426], [-0.143, -0.109, -0.059], [1.047, 1.704, 1.662], [0.855, -0.047, -0.363], [-0.961, 0.333, -0.348], [0.388, 0.929, 0.211], [-0.250, -0.173, -0.251], [-0.645, 0.180, 0.651], [0.766, -0.322, 0.030], [0.182, -0.159, 0.097], [0.168, -0.022, 0.025], [0.196, 0.099, 0.026], [-0.192, -0.219, 0.274], [-0.111, -0.852, -0.674], [-0.867, -0.310, -0.379], [0.233, 0.167, 0.358], [-0.057, -0.265, -0.127], [0.178, -0.117, -0.041], [-1.064, 0.463, 1.155], [0.110, 0.395, -0.249], [0.422, -0.002, -0.536], [0.350, -0.061, -0.105], [-0.337, -0.010, 0.246], [0.287, -0.527, -2.486], [-0.726, 0.726, -0.051], [0.396, -0.078, 0.414], [-0.007, -0.288, 0.158], [0.236, -0.014, 0.231], [0.196, 0.179, 0.417], [-0.395, -0.106, 0.106], [0.186, 0.233, 0.292], [0.589, -0.719, 0.464], [-0.559, -0.195, 0.017], [0.073, 0.401, 0.276], [-0.168, 0.039, -0.004], [-0.166, 0.148, 0.054], [-0.281, 0.292, 0.571], [0.661, -1.678, -1.466], [-0.764, 1.503, -0.073], [-0.275, 0.436, -0.980], [0.229, -1.011, 2.198], [-0.048, 0.295, 0.035], [0.609, -0.430, -1.194], [-0.237, 0.163, 0.031], [0.084, 0.065, 0.188], [-0.118, -0.443, 0.121], [0.202, -0.190, -0.069], [0.000, 0.281, 0.098], [-0.157, -0.496, -0.104], [-0.442, 0.581, -0.087], [0.333, -0.114, -0.284]],
  "total_charge": -1,
  "de_lowest_kj_mol": 0.0
}

{
  "formula": "C13H30F3N3O9Sr",
  "method": "ωB97M-V with the def2-TZVPD basis set",
  "symbols": ["Sr", "O", "H", "O", "H", "O", "H", "O", "H", "C", "O", "N", "C", "C", "H", "H", "H", "H", "H", "H", "H", "C", "O", "N", "C", "C", "H", "H", "H", "H", "H", "H", "H", "C", "O", "N", "C", "C", "H", "H", "H", "H", "H", "H", "H", "C", "C", "O", "C", "O", "C", "F", "F", "F", "H", "H", "H", "H", "H"],
  "positions_angstrom": [[0.772835, -1.507306, 0.333693], [1.267335, -3.926516, 0.729163], [1.001295, -4.101516, -0.194477], [-0.940335, -2.590166, 1.699013], [-1.736305, -2.062146, 1.493663], [1.563655, -2.058206, 2.786963], [1.150815, -1.193706, 2.978663], [3.165745, -1.706206, -0.017447], [3.627215, -0.871606, -0.229627], [2.063165, 1.290634, 2.525633], [1.352085, 0.694064, 1.689243], [2.091385, 2.592554, 2.813113], [2.939615, 3.081604, 3.907373], [1.293065, 3.597714, 2.055923], [2.730265, 0.773574, 3.232623], [3.541685, 3.844694, 3.414113], [3.611705, 2.346374, 4.349893], [2.310515, 3.509174, 4.688093], [0.550175, 3.186654, 1.372363], [0.865405, 4.383844, 2.678183], [2.002795, 4.175434, 1.463783], [2.057145, 0.910274, -1.969767], [1.174835, 0.205894, -1.448557], [2.101925, 2.260784, -2.087437], [3.093395, 2.978694, -2.890497], [1.085915, 3.152704, -1.494827], [2.996025, 0.586164, -2.444817], [3.713845, 2.406364, -3.580117], [3.738555, 3.521984, -2.200057], [2.637225, 3.728434, -3.536937], [0.340935, 2.613584, -0.909637], [1.582765, 3.889044, -0.863137], [0.602505, 3.694864, -2.307527], [-0.695415, -3.836566, -1.770927], [-0.641735, -2.657786, -1.456267], [-1.348985, -4.375746, -2.838337], [-1.312725, -5.775996, -3.115637], [-2.119875, -3.505146, -3.763307], [-0.188605, -4.590466, -1.148847], [-1.262115, -6.435016, -2.248907], [-0.545365, -6.041986, -3.842627], [-2.256635, -6.042126, -3.591357], [-1.759655, -3.381356, -4.784587], [-3.128105, -3.916416, -3.812677], [-2.203275, -2.531906, -3.279617], [-3.416505, 1.488804, 3.387393], [-3.091645, 0.235204, 2.582863], [-3.485585, 0.425264, 1.199833], [-2.518815, 0.378604, 0.104323], [-1.319215, 0.086284, 0.230033], [-3.021135, 0.522724, -1.312037], [-3.203815, -0.672816, -1.863117], [-4.305125, 1.101404, -1.310087], [-2.168605, 1.316614, -2.002867], [-4.455185, 1.817374, 3.423333], [-2.797175, 2.357104, 3.162513], [-3.202265, 1.164034, 4.405593], [-3.851315, -0.493336, 2.866133], [-2.050315, -0.044496, 2.742583]],
  "forces_ev_per_angstrom": [[1.327, -1.990, 1.103], [-0.130, -0.234, -1.031], [0.551, -0.129, 0.777], [-0.837, 0.967, 0.097], [0.040, -0.316, 0.243], [-0.239, 0.421, 0.170], [-0.028, -0.374, 0.167], [0.416, 1.123, -0.452], [-0.077, -0.426, 0.079], [-1.369, -2.094, -0.884], [1.333, 2.172, 1.563], [-1.079, 0.790, -0.152], [-0.410, 0.609, -1.102], [1.290, 0.136, 0.164], [-0.007, -0.546, -0.411], [0.301, 0.351, 0.610], [-0.315, -0.260, -0.352], [0.120, 0.143, 0.060], [0.188, -0.428, 0.469], [-0.315, -0.495, 0.536], [0.151, -0.060, -0.401], [-0.695, -0.866, 0.325], [1.795, 2.501, -1.628], [-1.231, 0.772, 0.178], [0.097, 0.198, 0.492], [0.450, -0.332, -0.496], [-0.272, -1.164, 0.142], [-0.177, -0.639, 0.467], [0.292, 0.091, -0.099], [-0.468, 0.011, 0.118], [0.252, -0.263, -0.176], [0.043, 0.010, 0.087], [-0.238, 0.047, 0.019], [0.179, -0.067, 0.432], [-0.570, -0.365, -1.235], [-0.200, 1.580, -0.489], [-0.536, -0.697, -0.612], [-0.234, -0.333, 1.338], [-0.236, -0.103, -0.086], [0.381, 0.424, 0.229], [0.292, -0.061, 0.087], [-0.178, -0.020, -0.076], [0.522, -0.267, 0.124], [-0.131, -0.040, -0.151], [0.196, -0.020, -0.146], [0.323, -0.125, 0.515], [-1.103, 0.863, -0.226], [2.397, 0.492, -4.233], [2.662, -1.795, 4.481], [-4.274, 1.603, -0.109], [-2.535, 1.097, 0.137], [0.716, 0.530, -0.236], [1.887, -0.232, -0.285], [-1.126, -1.050, 0.286], [-0.103, -0.273, -0.517], [0.143, -0.114, -0.121], [0.186, 0.277, 0.277], [0.751, -0.543, 0.368], [-0.167, -0.489, -0.434]],
  "s_squared": 0.76,
  "total_charge": -1,
  "spin_multiplicity": 2
}

{
  "formula": "C26H49Br2Cl2IN2O4Pt",
  "method": "ωB97M-V with the def2-TZVPD basis set",
  "symbols": ["C", "C", "C", "C", "C", "C", "O", "C", "C", "C", "C", "C", "O", "C", "I", "C", "C", "C", "C", "N", "C", "C", "O", "N", "C", "C", "O", "C", "Cl", "C", "C", "Cl", "C", "Br", "C", "C", "Br", "H", "H", "H", "H", "H", "H", "H", "H", "H", "H", "H", "H", "H", "H", "H", "H", "H", "H", "H", "H", "H", "H", "H", "H", "H", "H", "H", "H", "H", "H", "H", "H", "H", "H", "H", "H", "H", "H", "H", "H", "H", "H", "H", "H", "H", "H", "H", "H", "H", "Pt"],
  "positions_angstrom": [[1.023008, 5.893755, 3.382533], [0.748566, 4.816216, 2.133631], [1.743493, 3.513462, 2.266751], [2.478217, 3.099357, 0.819810], [1.470787, 2.821166, -0.406111], [1.590960, 1.474193, -1.304308], [0.900166, 0.288600, -1.028454], [0.381065, -0.167896, 0.203167], [-0.787263, 0.792023, 0.929341], [1.498840, -0.391001, 1.342588], [2.174684, -1.819385, 1.622790], [2.225744, -2.024092, 3.285868], [3.626477, -1.782288, 1.240312], [-0.524223, -1.528422, -0.210216], [-2.248096, -0.910695, -1.516456], [-1.072052, -2.386878, 1.056085], [-2.671613, -2.315603, 1.396313], [-3.575985, -3.508202, 0.651405], [-5.187809, -3.345474, 0.855607], [-5.635377, -2.443774, 1.970527], [-5.954599, -1.037432, 1.533707], [-5.305276, 0.353371, 2.108857], [-6.923770, -0.897413, 0.588328], [0.310762, -2.284462, -1.217551], [-0.318663, -3.541701, -1.744882], [-0.270345, -3.608440, -3.416225], [0.990793, -4.336329, -3.778767], [3.189438, 1.249647, -1.554692], [4.126504, 2.799733, -2.115308], [3.717936, 0.147119, -2.614197], [3.215274, -1.390109, -2.462848], [3.841794, 0.761624, -4.401143], [0.905524, 1.950236, -2.773796], [0.400319, 0.329149, -3.906964], [-0.473804, 2.802271, -2.641395], [-1.661041, 2.404031, -3.752533], [-0.247725, 4.796431, -3.050603], [0.006331, 6.134634, 3.945988], [1.768131, 5.474602, 4.188182], [1.502808, 6.905364, 2.978680], [0.981329, 5.445884, 1.148147], [-0.393576, 4.565700, 2.122847], [2.654116, 3.882003, 2.946974], [1.288791, 2.596069, 2.829176], [3.127947, 4.077241, 0.582401], [3.267816, 2.297179, 1.100641], [0.374953, 3.075421, -0.004736], [1.665332, 3.726572, -1.166979], [-1.425040, 0.244032, 1.729056], [-0.139241, 1.592648, 1.537945], [-1.383881, 1.446957, 0.161003], [2.413126, 0.332526, 1.085919], [1.096968, 0.023358, 2.389113], [1.657376, -2.780683, 1.227597], [3.104307, -1.299254, 3.643698], [1.226839, -1.704952, 3.803560], [2.567452, -3.117882, 3.539233], [4.172457, -2.278279, 1.919029], [-0.823206, -3.553806, 0.974465], [-0.547077, -2.078484, 2.086004], [-3.162191, -1.257074, 1.342663], [-2.759231, -2.617891, 2.551801], [-3.238439, -4.555562, 1.114632], [-3.374225, -3.583230, -0.499369], [-5.670883, -3.061261, -0.197727], [-5.616100, -4.431349, 1.099800], [-5.051165, -2.498011, 2.829192], [-4.537951, 0.143958, 2.968693], [-4.773060, 0.879420, 1.179789], [-6.190766, 1.062645, 2.408073], [1.249529, -2.554976, -0.880339], [-1.368770, -3.819359, -1.314019], [0.398002, -4.438939, -1.412521], [-0.205748, -2.537094, -3.878225], [-1.139216, -4.260312, -3.866284], [1.771963, -3.943487, -3.253742], [3.728797, 0.961332, -0.527792], [4.888458, 0.064541, -2.349605], [2.282849, -1.713533, -3.077414], [4.110866, -2.076199, -2.858283], [3.157356, -1.618731, -1.307934], [1.648361, 2.557210, -3.435976], [-1.040922, 2.681815, -1.597928], [-2.450273, 3.294871, -3.627815], [-1.302589, 2.482554, -4.861646], [-2.254729, 1.439766, -3.475613], [5.033312, -2.180737, -1.331523]],
  "forces_ev_per_angstrom": [[-0.230, 0.253, 0.242], [0.344, 1.026, 0.279], [1.171, 0.712, -0.178], [0.614, 1.445, 1.552], [-0.591, 1.877, 0.253], [-0.012, 2.657, -2.228], [0.018, -0.232, 0.707], [-2.762, -0.531, 2.258], [2.050, 2.104, 0.300], [1.100, 0.749, 0.531], [0.438, -0.532, 2.840], [0.920, 0.528, -0.640], [-0.681, -0.732, 0.377], [2.315, -0.309, 0.242], [1.062, 0.038, 0.203], [-0.492, -0.739, 1.562], [-0.584, -1.235, 1.031], [0.686, -0.280, 0.311], [-0.810, -1.762, -0.926], [0.890, 2.890, -1.523], [-4.865, 0.247, -4.085], [-0.120, -0.651, -0.573], [6.230, -0.962, 5.479], [-2.225, -1.289, 1.031], [0.659, -1.948, -0.490], [1.000, -0.488, 0.334], [-0.157, 1.777, 1.462], [1.562, -0.602, 0.534], [-1.378, -1.404, 1.033], [1.488, -0.703, -0.047], [-0.121, 1.803, 0.429], [-0.758, -1.235, 2.094], [-0.045, 1.254, 0.184], [0.769, 0.520, 0.792], [-2.195, -0.886, -0.608], [-0.975, 1.797, 0.542], [0.392, -1.619, 0.725], [2.245, -0.388, -1.280], [-1.485, 0.652, -1.640], [-1.195, -2.250, 0.850], [-0.454, -1.693, 1.936], [2.200, 0.211, -0.039], [-1.979, -0.934, -1.469], [0.572, 1.691, -1.133], [-1.464, -2.294, 0.281], [-1.423, 1.065, -0.791], [2.364, -1.048, -1.058], [-0.411, -2.253, 1.486], [1.048, 0.722, -1.766], [-1.601, -1.672, -1.199], [0.882, -1.696, 1.503], [-2.080, -1.507, 0.507], [0.741, -1.029, -2.460], [0.868, 1.843, 0.160], [-2.076, -1.434, -0.598], [1.937, -0.872, -0.947], [-0.944, 2.083, -0.399], [-1.239, 0.781, -0.974], [-0.394, 2.628, -0.246], [-0.823, -0.281, -2.536], [1.089, -1.889, -0.245], [0.328, 0.796, -2.411], [-0.595, 2.371, -0.953], [-0.332, 0.290, 2.066], [0.854, -0.172, 2.741], [0.973, 2.326, -0.528], [-0.557, 0.101, -1.001], [-1.564, 0.595, -1.563], [-1.067, -1.299, 2.013], [1.824, -1.566, -0.380], [-0.651, 0.865, 0.018], [1.882, 0.964, -0.848], [-1.644, 1.720, -0.812], [-0.498, -1.918, 0.985], [1.771, 1.447, 1.003], [-1.957, -0.812, -1.269], [-1.387, 0.602, -2.219], [-2.123, 0.333, -0.405], [1.779, 0.509, 1.170], [-0.221, 0.071, -0.581], [-0.949, 0.614, -1.229], [-1.259, -1.253, 1.287], [1.726, 0.418, -2.214], [1.705, -2.032, -0.260], [-0.574, -0.470, 2.213], [1.454, 1.624, -0.719], [-0.005, -0.097, -0.077]],
  "total_charge": 2
}

For the records above, the corresponding total energy values read -37535.8860 -45850.2661 -215367.1842 eV.